12
Properties=species:S:1:pos:R:3 method="wB97M-V/def2-TZVPD" multiplicity=1 smiles=C#CCC#CC e_tot_ha=-232.0120 largest_force_ev_per_a=3.4 e_lumo_ha=0.033 gap_ev=9.8
C 0.11154 0.49632 0.08353
C -2.66509 -1.46966 0.46238
C -2.16145 -0.36917 0.36597
C -1.31006 0.76540 0.42169
C 1.22180 0.25439 -0.34098
C 2.59461 0.04324 -0.83844
H 3.30975 0.57013 -0.19552
H -2.00045 0.66280 1.46298
H -1.61861 1.75552 0.10399
H 2.70129 0.44372 -1.85427
H 2.87585 -1.01723 -0.86487
H -3.05917 -2.13545 1.19353



12
Properties=species:S:1:pos:R:3 method="wB97M-V/def2-TZVPD" multiplicity=1 smiles=c1ccccc1 e_tot_ha=-232.1498 largest_force_ev_per_a=3.5 e_lumo_ha=0.020 gap_ev=9.3
C 0.00791 1.02096 0.97094
C 0.01225 -0.93843 -1.03496
C -1.13728 0.87841 0.16114
C 0.98007 0.02404 0.94324
C -0.89721 0.13953 -1.05633
C 0.99034 -0.99982 0.00055
H -2.10206 0.98160 0.68351
H -0.04989 -1.72277 -1.77987
H -1.47881 0.27075 -2.04700
H 1.95993 0.38521 1.35581
H 1.57021 -1.89747 0.20351
H 0.14453 1.85800 1.59945



12
Properties=species:S:1:pos:R:3 method="wB97M-V/def2-TZVPD" multiplicity=1 smiles=C#CCC#CC e_tot_ha=-232.0934 largest_force_ev_per_a=0.6 e_lumo_ha=0.036 gap_ev=10.6
C 3.17275 0.54790 -0.03421
C -1.28209 0.05434 -0.17705
C 2.24030 -0.16510 -0.29755
C -0.20089 -0.43739 -0.37704
C -2.59276 0.65874 0.06625
C 1.11249 -1.05006 -0.62655
H -3.37105 0.15198 -0.51336
H -2.86313 0.59371 1.12508
H 1.20138 -1.97577 -0.04413
H -2.59281 1.71567 -0.21873
H 1.18426 -1.34404 -1.68138
H 3.99467 1.18703 0.20279



12
Properties=species:S:1:pos:R:3 method="wB97M-V/def2-TZVPD" multiplicity=1 e_tot_ha=-232.0025 largest_force_ev_per_a=3.9 e_lumo_ha=0.029 gap_ev=9.4
C -0.28460 -1.20857 -0.58789
C -0.63423 1.23656 -0.34308
C 1.28350 0.16967 0.89773
C -1.07921 2.28635 -0.74038
C -0.78706 -2.30381 -0.77593
C -0.06709 -0.00800 0.17225
H -0.92121 -3.16264 -1.37470
H -1.47867 3.20389 -1.12317
H 1.59423 -0.78003 1.33731
H 1.20288 0.91911 1.69286
H -0.92162 -0.85598 0.61729
H 2.09307 0.50344 0.22770



12
Properties=species:S:1:pos:R:3 method="wB97M-V/def2-TZVPD" multiplicity=1 e_tot_ha=-231.9528 largest_force_ev_per_a=0.4 e_lumo_ha="0.011 / 0.006" gap_ev="7.6 / 7.6"
C 2.26494 -1.32463 0.33990
C -0.06757 -0.14429 0.08529
C 1.19118 -0.77013 0.29587
C -0.37110 2.42423 0.60867
C -0.17548 1.22576 0.28149
C -1.11295 -0.87461 -0.72169
H -0.24131 3.43403 0.24778
H 3.22449 -1.79196 0.34697
H -2.07241 -0.35045 -0.70534
H -1.25844 -1.90511 -0.38397
H -0.61234 0.98831 1.36914
H -0.76901 -0.91115 -1.76410



12
Properties=species:S:1:pos:R:3 method="wB97M-V/def2-TZVPD" multiplicity=1 e_tot_ha=-231.9858 largest_force_ev_per_a=0.9 e_lumo_ha=0.008 gap_ev=9.0
C -1.45718 0.64685 0.21711
C 2.08047 -0.16054 0.16478
C -0.69201 -0.68284 0.09084
C 1.39022 -0.09622 -1.48684
C 0.75221 -0.44217 -0.29728
C 2.16750 0.93327 -0.73992
H 2.88790 -0.74863 0.59355
H -1.17329 -1.27455 -0.70242
H -0.79194 -1.26541 1.01431
H -1.02868 1.27725 1.00083
H -1.42566 1.20085 -0.72592
H -2.50884 0.46386 0.46456



12
Properties=species:S:1:pos:R:3 method="wB97M-V/def2-TZVPD" multiplicity=1 e_tot_ha=-232.0001 largest_force_ev_per_a=0.6 e_lumo_ha=-0.036 gap_ev=7.5
C 0.42891 0.60106 -0.16414
C 0.39386 1.87071 0.58768
C -0.61115 -2.15718 -1.80176
C -0.35581 -0.72438 1.67151
C -0.33999 -1.53752 -0.80336
C -0.09349 -0.59319 0.26551
H -0.84682 -2.74725 -2.65815
H 1.38950 2.31516 0.67499
H -0.65548 -1.76959 1.88763
H -0.05989 1.70446 1.56423
H 0.82920 0.63384 -1.18015
H -0.21535 2.57138 -0.00243



12
Properties=species:S:1:pos:R:3 method="wB97M-V/def2-TZVPD" multiplicity=1 e_tot_ha=-231.9089 largest_force_ev_per_a=1.0 e_lumo_ha="-0.032 / 0.001" gap_ev="7.2 / 7.9"
C 2.15136 -1.91360 0.57253
C -1.13489 0.98062 -1.07309
C 0.80650 0.29528 0.04921
C -0.67030 0.40954 0.23481
C 1.53118 -0.89477 0.37697
C -1.59629 0.14274 1.07314
H 2.69617 -2.81900 0.72704
H -1.58146 0.25211 -1.75651
H -1.62423 1.95556 -1.08995
H -2.17722 -0.40422 1.79584
H 1.31046 1.22056 0.34800
H 0.28873 0.77519 -1.25797



22
Properties=species:S:1:pos:R:3 method="wB97M-V/def2-TZVPD" total_charge=+1 multiplicity=1 e_tot_ha=-3431.6112 largest_force_ev_per_a=4.4 e_lumo_ha=-0.342 gap_ev=3.0
Sn -14.71455 4.73827 -26.14705
As -17.05589 3.25215 -29.69602
F -16.28005 3.77140 -31.27326
F -15.73259 2.13680 -29.22766
F -16.06737 4.45330 -28.75086
F -17.94327 2.05627 -30.71921
F -17.79829 2.85727 -28.14169
F -18.27395 4.57543 -30.00345
O -8.26662 10.12831 -24.89074
O -12.36837 6.62569 -25.47550
C -10.72015 7.99995 -26.38831
C -10.93428 7.85180 -23.95179
C -11.31452 7.51630 -25.29018
C -10.00060 8.89874 -23.83649
C -9.34022 9.32439 -24.97172
C -9.68498 8.95983 -26.23668
H -11.02841 7.50823 -27.29912
H -9.15538 9.08857 -27.16907
H -11.39913 7.45692 -23.06051
H -8.00537 10.46974 -25.74910
H -13.02078 6.71912 -24.77748
H -9.74773 9.23273 -22.84105



28
Properties=species:S:1:pos:R:3 method="wB97M-V/def2-TZVPD" total_charge=-2 multiplicity=1 e_tot_ha=-1365.6151 largest_force_ev_per_a=3.3 e_lumo_ha=0.183 gap_ev=7.6
O 18.70842 -10.81113 -1.14715
O 11.36951 -11.50575 -1.58968
O 14.55000 -9.74200 -6.30030
O 15.93495 -12.29442 -7.06963
O 17.02185 -11.91870 -5.13641
O 15.60737 -15.33218 -3.78369
O 17.15558 -11.17436 -2.77447
O 19.97778 -9.28695 -3.11775
O 13.59717 -14.85081 -4.64794
O 15.82427 -9.94895 -4.47739
O 14.12663 -14.14686 -2.58854
O 10.80091 -9.54761 -0.65864
O 12.73101 -9.76657 -1.85965
O 18.28039 -9.99402 -4.46022
N 14.59866 -11.62252 -1.47527
C 16.11313 -11.61021 -6.11686
C 15.38510 -10.32221 -5.65082
C 18.27874 -10.72033 -2.26458
C 14.37929 -14.72585 -3.69324
C 18.96207 -9.89103 -3.35827
C 11.70261 -10.32201 -1.37367
B 17.04344 -10.75394 -4.23817
H 11.28059 -8.71003 -0.56984
H 15.60537 -11.45259 -1.57251
H 14.35140 -11.40842 -0.51091
H 14.41768 -12.63283 -1.65657
H 15.90425 -15.11602 -2.87847
H 13.92588 -10.98405 -1.97907



30
Properties=species:S:1:pos:R:3 method="wB97M-V/def2-TZVPD" multiplicity=1 e_tot_ha=-46563.3831 largest_force_ev_per_a=17.6 e_lumo_ha=-0.044 gap_ev=6.9
Br 0.95397 0.70954 -3.71702
Br -0.70968 -1.67877 -0.50037
Br 4.80630 2.31137 1.75336
Br -1.43256 -4.21432 -3.41015
Br 0.60778 -2.51399 -2.76117
Br 0.94455 4.04953 -1.57714
Br 0.31889 -1.73852 2.61233
Br -0.18289 1.56903 0.35701
Br -1.70050 -0.18536 -2.44954
Br 2.16480 -0.51649 0.35163
Br -1.55972 1.38319 1.86589
Br 2.41835 2.12227 -0.32298
Br -2.09000 2.96238 -1.94405
Br 1.75894 1.30311 2.81288
Br 0.34971 1.34288 4.73279
Br -3.42518 -1.77936 -2.77214
Br -2.62659 0.10937 4.87639
Br -2.80724 -4.18310 -0.47015
C 0.26623 -0.72063 0.89453
C -2.10681 -3.02987 -1.94161
C -1.05674 0.45490 3.61568
C 3.15708 1.33909 1.33810
C 0.19510 -0.52864 -2.41087
C -0.22970 2.43653 -1.46942
H -0.74349 -0.57932 3.47296
H 0.62745 -0.21524 -1.46063
H -0.02090 0.31802 1.05845
H 3.33275 0.27700 1.16725
H 0.06065 1.68374 -2.20230
H -1.27046 -2.48821 -1.49976



18
Properties=species:S:1:pos:R:3 method="wB97M-V/def2-TZVPD" total_charge=+2 multiplicity=1 e_tot_ha=-5598.4706 largest_force_ev_per_a=4.6 e_lumo_ha="-0.424 / -0.406" gap_ev="6.4 / 6.2"
Br 3.75024 -1.19057 -0.78500
Br -3.99548 -0.97257 -0.25882
N 0.90588 -2.10832 0.93337
N 0.16948 0.09580 0.10887
N -0.49355 2.62081 -0.76845
N -1.32635 -1.57865 0.35125
C -2.16816 -0.63168 -0.09019
C -1.55627 1.86644 -0.84262
C 0.72380 2.30742 -0.42084
C -1.58364 0.59035 -0.37417
C -0.08907 -1.16554 0.45163
C 1.10075 1.02139 -0.01514
H 2.13465 0.80553 0.24431
H 0.51510 -3.06053 0.81468
H -2.44939 2.31427 -1.28965
H 1.44744 3.11587 -0.41563
H 1.81480 -2.03268 0.40918
H 1.09975 -1.99732 1.94722



16
Properties=species:S:1:pos:R:3 method="wB97M-V/def2-TZVPD" multiplicity=1 e_tot_ha=-10528.1171 largest_force_ev_per_a=3.9 e_lumo_ha="-0.053 / -0.088" gap_ev="8.1 / 6.2"
Br -3.45501 -1.32930 -0.25684
Br -0.62186 -1.76622 3.71864
Br -0.87535 -2.67296 1.05902
Br -1.34616 2.09390 1.83884
C -0.18779 1.30289 0.52989
C 0.65946 -0.53836 -0.72744
C -1.63328 -1.41942 0.01471
C 0.96790 1.70897 0.08925
C 1.43765 0.70982 -1.02021
C -0.73294 -0.19146 -0.30165
H 2.46344 0.47591 -0.81115
H -1.09450 0.28409 -1.19645
H 0.56509 -1.43732 -1.35436
H 1.54970 2.57907 0.33258
H 1.23388 -0.95831 0.09735
H 1.06978 1.15868 -2.01218



17
Properties=species:S:1:pos:R:3 method="wB97M-V/def2-TZVPD" total_charge=+1 multiplicity=1 e_tot_ha=-4241.2662 largest_force_ev_per_a=1.0 e_lumo_ha=-0.160 gap_ev=8.4
Br 1.74651 -0.52100 -2.29298
Cl 1.60584 -4.07843 0.87656
Cl -0.12277 -2.45883 -3.66191
Cl 1.79307 1.07322 1.67519
N -0.40272 1.76664 -0.04172
C 1.27632 -1.46888 1.01240
C 0.84166 -0.11635 0.81826
C 0.41897 -2.72536 -1.04508
C 0.61860 -2.03877 -2.17785
C 1.05295 -2.56440 0.25104
C -0.19399 0.33023 0.09139
H -0.14235 2.08633 -0.98511
H 1.87371 -1.62413 1.90006
H -0.86571 -0.31869 -0.44149
H -1.36792 2.05295 0.15979
H 0.26576 2.17984 0.65151
H -0.18658 -3.62118 -1.13317



36
Properties=species:S:1:pos:R:3 method="wB97M-V/def2-TZVPD" multiplicity=1 smiles="[H]/N=C/CN([PH2]=S)S(=O)(=O)F.ClC(Cl)(Cl)Cl.ClC(Cl)(Cl)Cl.ClC(Cl)(Cl)Cl.ClC(Cl)(Cl)Cl" e_tot_ha=-9092.8057 largest_force_ev_per_a=1.1 e_lumo_ha=-0.003 gap_ev=9.3
Cl -4.13495 5.73518 0.16102
Cl -4.24562 3.30201 -1.38491
Cl 3.49618 -2.73185 4.69979
Cl 0.90621 -3.05494 3.47954
Cl -0.85860 5.97808 -5.40776
Cl 0.54972 8.38748 -4.67943
Cl 2.84873 -7.17389 -2.19535
Cl -1.71901 4.61772 -0.94356
Cl 0.19098 -6.04819 -2.22467
Cl 1.24807 -3.58148 6.29692
Cl -3.05505 3.28513 1.23776
Cl 2.33178 -4.63478 -0.92404
Cl 1.37125 -0.87556 5.30015
Cl 0.78528 6.02931 -3.03990
Cl -1.69993 7.50140 -3.11015
Cl 2.28503 -4.84223 -3.79767
S -0.85715 -2.24809 -0.47156
S -2.78310 -1.37449 2.18900
P -1.65711 -0.11485 1.27667
F 0.10000 -2.21383 -1.70279
O -0.23614 -3.07910 0.49223
O -2.14819 -2.51875 -0.96442
N 2.73158 -1.10608 0.82239
N -0.71197 -0.64124 -0.08329
C 1.52314 -0.81355 1.04146
C -0.30909 6.97615 -4.06063
C 1.91616 -5.67541 -2.28250
C -3.29077 4.23987 -0.23740
C 0.71005 -0.16776 -0.04466
C 1.75244 -2.56867 4.94768
H 1.04002 -1.04921 1.99281
H 3.15056 -1.53169 1.64978
H -2.37922 0.95292 0.75076
H -0.70390 0.47656 2.11928
H 1.18640 -0.34990 -1.00137
H 0.66623 0.91373 0.09882



30
Properties=species:S:1:pos:R:3 method="wB97M-V/def2-TZVPD" total_charge=-1 multiplicity=2 e_tot_ha=-8515.6300 largest_force_ev_per_a=2.5 e_lumo_ha="0.081 / 0.080" gap_ev="2.6 / 8.9"
Cl 5.81790 -0.30839 -2.49538
Cl 3.11568 0.82949 -2.79317
Cl -4.44874 0.80123 -1.82233
Cl 0.04017 0.26200 1.37346
Cl -4.00243 0.05791 -4.68856
Cl 3.27952 -0.98111 0.31334
Cl -3.33615 -4.18403 1.27281
Cl -1.80365 2.66337 5.15337
Cl 3.70467 0.69288 2.68315
Cl -0.47048 -1.65392 -0.64859
Cl 4.76351 0.32897 -5.08593
Cl 4.18591 1.78681 0.06978
Cl -4.44213 -2.07078 -2.63150
Cl -1.76949 3.41642 2.30565
Cl -2.27757 -3.41066 3.76443
Cl -0.86376 1.30070 -1.29927
Cl -4.01568 1.74156 3.41000
Cl -3.50123 -1.42148 1.85843
C -2.52076 -2.86645 2.07255
C -3.77282 -0.39988 -2.99530
C 0.08165 0.03190 -0.38159
C 4.81366 0.80469 -3.38339
C -2.33570 2.21607 3.57572
C 4.20573 0.31751 1.09281
H -1.78154 1.29248 3.40842
H -1.55992 -2.69057 1.58888
H -2.69274 -0.47531 -2.86942
H 5.24456 -0.00302 1.17141
H 5.21928 1.81465 -3.32378
H 1.12265 0.10689 -0.69593